1.
Entry from the Open Molecules 2025 dataset: C29H42IN7O5P2Ti as an isolated structure at a distorted geometry (ωB97M-V with the def2-TZVPD basis set).

ORCA input file:
```
! wB97M-V def2-TZVPD RIJCOSX def2/J DEFGRID3
* xyz 0 1
Ti -0.316 -1.305 0.112
O 1.298 -0.959 0.922
C 2.436 -1.592 1.056
C 3.512 -0.993 1.733
C 4.716 -1.646 1.886
C 4.888 -2.937 1.372
C 3.850 -3.552 0.718
C 2.604 -2.912 0.539
C 1.550 -3.599 -0.125
N 0.335 -3.130 -0.332
C -0.579 -3.992 -1.061
C -1.982 -3.635 -0.604
N -2.049 -2.190 -0.647
C -3.229 -1.683 -0.818
C -3.479 -0.300 -1.083
C -4.781 0.157 -1.339
C -5.013 1.438 -1.788
C -3.933 2.287 -2.019
C -2.643 1.867 -1.747
C -2.391 0.595 -1.224
O -1.171 0.219 -0.893
H 3.367 0.004 2.134
H 5.530 -1.161 2.411
H 5.833 -3.450 1.499
H 3.972 -4.555 0.324
H 1.776 -4.606 -0.479
H -0.371 -5.051 -0.876
H -0.489 -3.798 -2.136
H -2.127 -3.997 0.421
H -2.740 -4.100 -1.242
H -4.090 -2.353 -0.842
H -5.607 -0.532 -1.196
H -6.021 1.779 -1.984
H -4.097 3.283 -2.413
H -1.803 2.524 -1.916
C -2.375 2.842 1.395
N -1.114 2.870 0.663
C -0.827 4.137 0.022
P 0.014 1.690 0.968
O -0.635 0.525 1.602
O 0.877 1.593 -0.398
P 1.047 0.625 -1.705
O 0.947 -0.863 -1.641
N 2.640 1.117 -1.995
C 3.614 1.166 -0.907
C 3.211 0.476 -3.177
N 0.278 1.271 -3.013
C 0.596 2.589 -3.522
C -0.525 0.428 -3.883
N 1.262 2.255 1.940
C 1.943 3.491 1.587
C 1.086 2.079 3.377
H -3.206 3.014 0.706
H -2.403 3.609 2.178
H -2.506 1.867 1.856
H -1.694 4.435 -0.575
H 0.030 4.044 -0.644
H -0.629 4.935 0.746
H 3.148 1.512 0.011
H 4.410 1.863 -1.186
H 4.061 0.184 -0.715
H 2.462 0.402 -3.967
H 3.578 -0.533 -2.957
H 4.046 1.079 -3.543
H 1.180 3.134 -2.785
H -0.325 3.139 -3.739
H 1.181 2.528 -4.448
H -0.661 -0.544 -3.415
H -0.030 0.290 -4.851
H -1.506 0.879 -4.055
H 2.045 3.564 0.506
H 2.943 3.484 2.027
H 1.418 4.379 1.961
H 0.600 1.124 3.563
H 0.489 2.883 3.828
H 2.068 2.076 3.856
I -4.745 -1.339 3.940
C -2.840 -2.071 3.435
C -2.170 -2.937 4.287
C -0.904 -3.345 3.869
C -0.383 -2.894 2.678
N -1.051 -2.063 1.844
C -2.279 -1.658 2.251
H -2.597 -3.268 5.222
H -0.323 -4.015 4.488
H 0.606 -3.193 2.357
H -2.808 -0.982 1.596
*
```

Properties
calculated total energy = -3719.885343 Ha

***

2.
Entry from the Open Molecules 2025 dataset: C29H42IN7O5P2Ti as an isolated structure (ωB97M-V with the def2-TZVPD basis set).

ORCA input file:
```
! wB97M-V def2-TZVPD RIJCOSX def2/J DEFGRID3
* xyz 0 3
Ti -0.470 0.968 -0.788
O -1.788 -0.577 -0.787
C -2.507 -1.215 -1.649
C -3.200 -2.387 -1.254
C -3.959 -3.107 -2.144
C -4.087 -2.697 -3.480
C -3.442 -1.551 -3.880
C -2.651 -0.799 -2.996
C -2.038 0.418 -3.486
N -1.274 1.201 -2.827
C -0.796 2.409 -3.502
C -0.623 3.469 -2.436
N 0.143 2.872 -1.353
C 0.938 3.743 -0.705
C 1.834 3.417 0.357
C 2.595 4.422 0.978
C 3.537 4.134 1.948
C 3.755 2.805 2.311
C 3.012 1.792 1.719
C 2.029 2.064 0.757
O 1.353 1.092 0.197
H -3.097 -2.696 -0.220
H -4.469 -4.002 -1.807
H -4.687 -3.266 -4.176
H -3.535 -1.207 -4.905
H -2.282 0.681 -4.521
H -1.485 2.725 -4.292
H 0.179 2.203 -3.950
H -1.608 3.810 -2.083
H -0.106 4.339 -2.853
H 0.937 4.779 -1.041
H 2.437 5.451 0.669
H 4.108 4.930 2.407
H 4.504 2.560 3.054
H 3.169 0.751 1.984
C 0.878 0.312 3.965
N 1.118 -0.743 2.986
C 2.185 -1.661 3.329
P 0.025 -0.992 1.784
O -0.743 0.230 1.487
O 0.905 -1.684 0.647
P 1.564 -1.559 -0.808
O 0.841 -0.616 -1.704
N 1.478 -3.159 -1.239
C 0.134 -3.750 -1.242
C 2.234 -3.530 -2.434
N 3.143 -1.215 -0.655
C 4.048 -2.053 0.108
C 3.731 -0.027 -1.265
N -1.018 -2.250 2.100
C -0.496 -3.532 2.542
C -2.335 -1.924 2.631
H 1.797 0.879 4.123
H 0.547 -0.103 4.923
H 0.122 0.997 3.590
H 3.102 -1.095 3.521
H 2.380 -2.349 2.511
H 1.955 -2.243 4.228
H -0.445 -3.396 -0.392
H 0.223 -4.836 -1.183
H -0.415 -3.490 -2.153
H 3.224 -3.077 -2.413
H 1.725 -3.217 -3.352
H 2.351 -4.614 -2.457
H 3.508 -2.882 0.561
H 4.528 -1.468 0.897
H 4.831 -2.470 -0.533
H 2.952 0.570 -1.725
H 4.471 -0.317 -2.017
H 4.217 0.579 -0.497
H 0.444 -3.758 2.041
H -1.209 -4.318 2.283
H -0.336 -3.568 3.627
H -2.692 -1.006 2.173
H -2.331 -1.808 3.722
H -3.026 -2.733 2.382
I -2.249 5.160 3.122
C -2.825 3.834 1.623
C -4.144 3.750 1.210
C -4.457 2.845 0.209
C -3.451 2.066 -0.334
N -2.184 2.154 0.069
C -1.870 3.023 1.032
H -4.906 4.373 1.658
H -5.474 2.743 -0.144
H -3.651 1.336 -1.109
H -0.827 3.060 1.325
*
```

Properties
calculated total energy = -3719.933433 Ha

***

3.
Entry from the Open Molecules 2025 dataset: C29H42N3ORh as an isolated structure at a distorted geometry (ωB97M-V with the def2-TZVPD basis set).

ORCA input file:
```
! wB97M-V def2-TZVPD RIJCOSX def2/J DEFGRID3
* xyz 2 5
Rh -0.111 0.010 0.476
C -1.342 0.930 2.065
C -1.131 -0.465 2.394
C -2.104 -1.220 1.615
C -2.803 -0.274 0.842
C -2.377 1.047 1.122
C -2.965 2.337 0.601
C -3.843 2.083 -0.626
C -3.824 2.943 1.725
C -1.845 3.325 0.237
C -2.437 -2.714 1.540
C -1.329 -3.487 0.797
C -3.729 -2.924 0.741
C -2.685 -3.313 2.933
C -0.149 -0.812 3.528
C 0.647 -2.106 3.318
C 0.898 0.313 3.659
C -0.932 -0.871 4.850
H -0.929 1.761 2.616
H -3.593 -0.519 0.147
H -4.705 1.460 -0.380
H -3.281 1.593 -1.429
H -4.221 3.030 -1.013
H -4.623 2.258 2.015
H -4.282 3.873 1.380
H -3.222 3.164 2.609
H -1.107 2.855 -0.420
H -1.334 3.690 1.132
H -2.263 4.192 -0.281
H -1.332 -3.210 -0.262
H -1.512 -4.563 0.863
H -0.340 -3.288 1.199
H -3.638 -2.586 -0.294
H -4.579 -2.417 1.206
H -3.954 -3.991 0.714
H -1.792 -3.379 3.546
H -3.075 -4.326 2.819
H -3.432 -2.730 3.476
H 1.199 -2.070 2.373
H 0.035 -3.000 3.318
H 1.376 -2.212 4.124
H 1.326 0.597 2.689
H 1.721 -0.029 4.288
H 0.484 1.211 4.123
H -1.686 -1.654 4.843
H -1.432 0.081 5.042
H -0.246 -1.067 5.679
C -0.525 -1.386 -2.502
O -0.645 -0.141 -1.778
H -0.454 -1.194 -3.571
H -1.370 -2.040 -2.299
H 0.391 -1.865 -2.168
H -1.424 0.327 -2.096
C 4.184 -1.029 -0.164
C 2.790 -1.060 -0.066
N 2.009 0.029 -0.214
C 2.593 1.195 -0.450
C 4.008 1.345 -0.508
C 4.798 0.171 -0.396
C 4.653 2.574 -0.776
C 4.300 3.869 -0.411
C 3.312 4.285 0.548
C 3.002 5.641 0.658
C 2.023 5.990 1.593
N 1.440 5.083 2.361
C 1.817 3.801 2.190
N 2.721 3.364 1.336
H 4.757 -1.940 -0.053
H 2.275 -1.995 0.115
H 1.939 2.021 -0.664
H 5.879 0.237 -0.447
H 5.597 2.474 -1.306
H 4.895 4.675 -0.831
H 3.478 6.386 0.032
H 1.721 7.022 1.735
H 1.353 3.060 2.831
*
```

Properties
calculated total energy = -1479.603922 Ha

***

4.
Entry from the Open Molecules 2025 dataset: C29H42N3PdS2SbSi3 as an isolated structure at a distorted geometry (ωB97M-V with the def2-TZVPD basis set).

ORCA input file:
```
! wB97M-V def2-TZVPD RIJCOSX def2/J DEFGRID3
* xyz 0 1
Pd 0.042 -1.623 0.833
C 1.690 -0.034 -3.034
Sb 1.554 -0.406 -0.927
C -0.443 -1.327 -1.190
C -1.778 -0.686 -1.090
C -2.809 -0.675 -2.032
C -4.032 -0.100 -1.729
C -4.232 0.455 -0.474
C -3.174 0.392 0.421
N -2.006 -0.150 0.119
Si -0.358 -3.097 -1.855
C -1.798 -4.052 -1.166
C -0.444 -3.181 -3.728
C 1.246 -3.909 -1.371
C 1.886 1.641 -0.171
C 1.391 1.702 1.264
C 1.908 2.620 2.189
C 1.386 2.678 3.465
C 0.345 1.827 3.812
C -0.106 0.948 2.851
N 0.403 0.885 1.620
Si 3.807 1.767 -0.204
C 4.473 3.513 -0.016
C 4.509 0.700 1.152
C 4.529 1.139 -1.814
Si 0.984 2.997 -1.154
C -0.753 2.481 -1.578
C 0.821 4.556 -0.133
C 1.891 3.466 -2.723
H 1.638 -0.996 -3.538
H 2.618 0.463 -3.292
H 0.830 0.564 -3.320
H -2.643 -1.113 -3.009
H -4.819 -0.093 -2.471
H -5.172 0.910 -0.194
H -3.274 0.784 1.429
H -2.752 -3.579 -1.407
H -1.734 -4.150 -0.081
H -1.797 -5.051 -1.611
H -1.389 -2.795 -4.118
H -0.354 -4.220 -4.058
H 0.362 -2.617 -4.201
H 1.414 -3.940 -0.291
H 2.121 -3.435 -1.822
H 1.197 -4.939 -1.738
H 2.695 3.298 1.901
H 1.785 3.386 4.180
H -0.097 1.835 4.798
H -0.906 0.246 3.064
H 4.581 3.820 1.024
H 3.876 4.268 -0.528
H 5.472 3.538 -0.460
H 4.142 0.982 2.140
H 5.599 0.785 1.158
H 4.260 -0.354 1.002
H 4.181 1.697 -2.684
H 4.369 0.075 -1.998
H 5.611 1.284 -1.743
H -1.332 2.334 -0.664
H -0.821 1.555 -2.150
H -1.230 3.272 -2.164
H 0.211 4.389 0.756
H 0.314 5.306 -0.747
H 1.772 4.980 0.190
H 2.006 2.647 -3.432
H 2.882 3.879 -2.520
H 1.312 4.249 -3.221
S 1.023 -2.424 3.005
C -0.671 -2.654 3.245
N -1.501 -2.674 2.224
C -2.826 -2.698 2.631
C -3.928 -2.689 1.778
C -5.194 -2.718 2.331
C -5.373 -2.761 3.718
C -4.285 -2.773 4.572
C -3.010 -2.737 4.017
S -1.459 -2.710 4.801
H -3.779 -2.653 0.707
H -6.060 -2.708 1.682
H -6.374 -2.784 4.129
H -4.425 -2.805 5.644
*
```

Properties
calculated total energy = -3327.585294 Ha

***

5.
Entry from the Open Molecules 2025 dataset: C29H43Cl2F5N3NiO4Si as an isolated structure at a distorted geometry (ωB97M-V with the def2-TZVPD basis set).

ORCA input file:
```
! wB97M-V def2-TZVPD RIJCOSX def2/J DEFGRID3
* xyz -1 3
C 3.085 -2.610 -3.148
C 2.460 -1.811 -4.253
H 3.019 -3.686 -3.356
H 2.623 -2.412 -2.174
H 4.148 -2.344 -3.051
C 2.395 -2.248 -5.526
C 2.913 -3.563 -5.998
H 1.963 -1.620 -6.310
H 2.537 -4.409 -5.402
H 4.013 -3.592 -6.014
H 2.577 -3.707 -7.032
Ni 1.696 0.438 0.723
Cl 3.262 -0.768 -0.008
C 0.198 2.894 0.526
O 0.242 1.631 0.537
N -0.950 3.575 0.456
C -2.300 3.001 0.624
C -0.854 4.931 -0.069
H 1.127 3.502 0.534
H -2.503 2.745 1.672
H -2.456 2.117 -0.008
H -2.992 3.794 0.323
H 0.012 5.427 0.382
H -1.763 5.479 0.171
H -0.718 4.925 -1.163
H -3.868 2.191 7.086
H -1.174 1.300 8.160
C -3.860 1.101 6.937
C -1.622 0.371 7.771
N -2.514 0.637 6.649
H -4.510 0.844 6.097
C -2.176 0.244 5.386
O -2.969 0.076 4.465
H -0.814 -0.286 7.422
H -1.080 0.086 5.271
H -4.205 0.623 7.861
H -2.183 -0.116 8.584
H 0.586 -3.785 2.475
H -0.427 -3.982 -0.001
C -0.379 -4.253 2.698
C -1.407 -4.172 0.458
N -1.421 -3.735 1.836
H -0.634 -4.048 3.739
C -2.278 -2.768 2.242
O -3.193 -2.305 1.561
H -2.192 -3.657 -0.098
H -2.078 -2.383 3.252
H -0.273 -5.331 2.555
H -1.564 -5.256 0.395
O 0.915 -0.777 -2.800
C 1.838 -0.482 -3.831
C 0.149 -0.169 -5.713
C 1.258 0.302 -5.005
H -0.389 -1.040 -5.333
C -0.234 0.453 -6.907
H 2.641 0.078 -3.329
C 1.923 1.459 -5.428
H -1.106 0.067 -7.439
C 0.515 1.525 -7.403
C 1.577 2.043 -6.650
H 2.721 1.865 -4.801
H 0.265 1.944 -8.380
H 2.154 2.891 -7.027
Si -0.490 -0.132 -2.196
Cl 0.174 -0.873 2.383
C -1.965 -0.742 -3.184
C -0.473 1.721 -2.379
C -0.627 -0.973 -0.565
H -1.984 -0.372 -4.217
H -2.871 -0.388 -2.668
H -1.955 -1.841 -3.193
H -0.782 -2.055 -0.667
H -1.374 -0.555 0.120
H 0.364 -0.861 -0.082
H -0.345 2.050 -3.418
H 0.310 2.202 -1.777
H -1.450 2.094 -2.037
F 3.663 -0.374 3.210
C 2.808 0.585 3.622
C 1.606 0.815 2.944
C 0.700 1.658 3.595
F -0.591 1.730 3.209
C 1.017 2.342 4.774
F 0.079 3.027 5.470
C 2.296 2.249 5.314
F 2.616 2.940 6.430
C 3.179 1.334 4.758
F 4.375 1.177 5.363
*
```

Properties
calculated total energy = -4813.633770 Ha